Entry a
This record from OMol25 describes the molecule C2H6NO2P. The level of theory is ωB97M-V/def2-TZVPD.

Positions of all 12 atoms, in Å:
1 H -1.08357 -1.44850 -0.88070
2 C -0.52351 0.43502 -0.03258
3 H 1.13696 -0.34217 -1.65077
4 O -0.89406 1.36957 0.62994
5 H 1.68107 -1.31725 0.78265
6 P 2.21878 -0.06104 0.51386
7 H 1.26113 1.49088 -1.04456
8 N -1.17216 -0.77624 -0.13254
9 H 1.50777 0.72768 1.59455
10 H -2.73125 0.14757 0.69758
11 O -2.51997 -0.69413 0.31014
12 C 1.11881 0.46861 -0.78757

E_LUMO: 0.71 eV
SMILES: O=C(CP)NO
spin multiplicity: 1
gap between HOMO and LUMO: 9.655 eV

---

Entry b
This record from OMol25 describes a cluster of 2 separate species, C2H6NO2P in total. The level of theory is ωB97M-V/def2-TZVPD.

Positions of all 12 atoms, in Å:
1 H 0.36578 0.08538 -1.67606
2 N -1.89780 -0.25602 -0.00097
3 H 1.13933 2.49332 -0.49256
4 O -2.51621 0.74626 0.19787
5 P 0.10429 1.75277 0.08123
6 H 0.09201 -1.82460 0.00584
7 H 1.79200 -1.45756 -0.23621
8 C 0.48630 0.17993 -0.60392
9 O -2.15241 -1.41902 0.08308
10 C 0.85258 -1.04586 0.14043
11 H 0.77465 1.59158 1.29529
12 H 0.95947 -0.84618 1.20595

E_LUMO (spin up / spin down): -0.41 / -1.03 eV
spin multiplicity: 1
gap between HOMO and LUMO (spin up / spin down): 8.754 / 6.977 eV

---

Entry c
This record from OMol25 describes a structure of composition C2H6NO2P. The level of theory is ωB97M-V/def2-TZVPD.

Positions of all 12 atoms, in Å:
1 N 0.12096 1.22989 0.16764
2 H 1.02309 0.09461 -1.53121
3 C -0.97308 -0.66385 -1.16587
4 O 0.78291 -0.79874 0.52056
5 H 1.57298 -0.31031 2.72368
6 O 0.40309 2.36263 -0.25059
7 H -0.68946 -1.44864 -1.80671
8 C 0.37962 -0.02232 -0.65777
9 H -1.52871 0.10333 -1.74494
10 H -1.56624 -0.97404 -0.33861
11 P 0.81586 0.36273 1.65330
12 H -0.34103 0.06471 2.43052

E_LUMO (spin up / spin down): -0.96 / -0.13 eV
spin multiplicity: 1
gap between HOMO and LUMO (spin up / spin down): 7.696 / 7.857 eV

---

Most stable: entry a

---

Entry a
This record from OMol25 describes the molecule C4H7FS. The level of theory is ωB97M-V/def2-TZVPD.

Positions of all 13 atoms, in Å:
1 F 2.50633 -0.78726 -0.32986
2 H 1.93445 1.63878 -0.77940
3 H 0.92570 -1.87352 0.43805
4 H -2.95721 -1.06954 0.24029
5 H 0.20135 2.14166 -0.74626
6 S -2.09357 -0.20772 -0.42804
7 C 1.02498 1.62969 -0.17295
8 H 1.18465 2.22674 0.74270
9 C -0.85841 0.13894 0.85043
10 C 1.27239 -0.84651 0.22797
11 H -0.84733 -0.74823 1.47465
12 H -1.20190 0.96593 1.40240
13 C 0.51111 0.26572 0.26871

E_LUMO: 0.73 eV
SMILES: C/C(=C\F)CS
spin multiplicity: 1
gap between HOMO and LUMO: 9.644 eV

---

Entry b
This record from OMol25 describes the molecule C4H7FS. The level of theory is ωB97M-V/def2-TZVPD.

Positions of all 13 atoms, in Å:
1 F -2.14621 -0.51263 -0.19615
2 C 0.09599 -1.56471 -0.06883
3 H -1.14638 -0.25492 1.32667
4 C -0.84634 -0.31212 0.23363
5 H 1.77097 1.67541 -0.54439
6 C 1.16369 0.98800 0.03572
7 H -0.20403 -1.95008 -1.06046
8 H 1.25896 1.22963 1.11576
9 H -0.92996 1.78630 0.20271
10 H -0.35378 1.07135 -1.33651
11 C -0.35509 0.98408 -0.23553
12 H -0.05980 -2.38371 0.64453
13 S 1.75201 -0.75659 -0.11714

E_LUMO: 0.96 eV
SMILES: F[C@@H]1CCSC1
spin multiplicity: 1
gap between HOMO and LUMO: 9.734 eV

---

Entry c
This record from OMol25 describes the molecule C4H7FS. The level of theory is ωB97M-V/def2-TZVPD.

Positions of all 13 atoms, in Å:
1 C 1.14858 -0.01544 0.29178
2 H 1.33042 -0.23730 -2.66204
3 C 0.35755 -0.76328 -0.79619
4 H -0.26751 -1.53473 -0.40437
5 F 1.08541 -0.57518 1.55945
6 C 0.64579 -0.95343 -2.29790
7 H 2.03130 0.53651 -0.02986
8 H 0.00516 1.26961 -1.08204
9 C -0.14196 0.54833 -0.29497
10 H -0.31494 -0.80779 -2.86195
11 H 1.04912 -1.95834 -2.38738
12 S -1.54907 0.84162 0.77278
13 H -0.87694 1.54572 1.61183

E_LUMO: 0.96 eV
SMILES: C[C@H]1[C@H](F)[C@@H]1S
spin multiplicity: 1
gap between HOMO and LUMO: 10.127 eV

---

Most stable: entry b

---

Entry a
This record from OMol25 describes the ion C5H11NO with charge +1. The level of theory is ωB97M-V/def2-TZVPD.

Positions of all 18 atoms, in Å:
1 C 0.65192 0.29258 -1.33761
2 H 0.39968 -1.31286 -2.47181
3 O 0.97286 -0.55260 -2.52998
4 H -0.04230 0.98687 -1.79527
5 H 1.02919 0.43633 1.47892
6 N 1.20629 -1.74756 -0.15213
7 C -0.85112 1.23760 1.02513
8 H 2.04513 -1.58471 0.41552
9 H 1.60043 0.77181 -1.09184
10 H -0.40531 2.08720 0.52939
11 H -0.77779 -1.02332 -0.54174
12 H -0.23105 -0.67519 1.89812
13 H -2.51049 0.29326 1.81429
14 H -2.72577 2.11899 1.50630
15 C 0.06363 0.04747 1.13682
16 C -2.09559 1.24105 1.48084
17 H 1.46082 -1.97341 -1.13085
18 C 0.20948 -0.64354 -0.23411

E_LUMO (spin up / spin down): -3.45 / -9.14 eV
expectation value of S²: 0.754
charge: +1
spin multiplicity: 2
gap between HOMO and LUMO (spin up / spin down): 10.402 / 4.700 eV

---

Entry b
This record from OMol25 describes the ion C5H11NO with charge +1. The level of theory is ωB97M-V/def2-TZVPD.

Positions of all 18 atoms, in Å:
1 C 1.38515 -1.81194 0.37826
2 H 2.06988 -2.41819 0.96620
3 C 0.05588 1.04616 -1.03484
4 H 2.01767 -1.07692 -0.10059
5 H 0.93936 0.88487 -0.43019
6 C 0.27244 -1.28105 1.32563
7 O -2.04920 -0.92501 0.81547
8 H -1.05161 2.24853 0.40301
9 H 0.15464 3.12184 -0.42991
10 H -1.38243 2.87249 -1.14898
11 H 0.16676 1.07792 -2.11998
12 H -0.26452 -2.10816 1.80839
13 C -0.60248 2.34369 -0.59175
14 N -0.74532 -0.16806 -0.76282
15 C -0.88841 -0.73180 0.54911
16 H 0.73171 -0.42746 1.84258
17 H 0.89294 -2.46843 -0.32747
18 H -1.70248 -0.17849 -1.14212

E_LUMO (spin up / spin down): -4.08 / -8.69 eV
expectation value of S²: 0.772
charge: +1
spin multiplicity: 2
gap between HOMO and LUMO (spin up / spin down): 12.503 / 7.457 eV

---

Entry c
This record from OMol25 describes the ion C5H11NO with charge +1. The level of theory is ωB97M-V/def2-TZVPD.

Positions of all 18 atoms, in Å:
1 H 1.99650 1.11888 -0.77244
2 C 0.06676 -0.10066 1.92844
3 H 0.63056 1.96607 -0.54311
4 H -1.01282 -0.14130 -2.36756
5 H -0.86328 -2.28391 0.11974
6 O -0.99424 0.39778 2.28005
7 H 1.81946 1.87843 1.03397
8 H -2.16124 -1.11203 0.93837
9 C -1.46220 -1.33689 0.07811
10 N -0.52674 -0.16605 -0.37432
11 H 0.83224 -0.36766 2.74126
12 C 0.56375 0.07851 0.56510
13 C -0.15865 0.07440 -1.64394
14 H -2.19394 -1.48410 -0.70058
15 H 1.38152 -0.76510 0.60859
16 H 0.74441 -0.32980 -1.89796
17 H -0.02439 1.17951 -2.02588
18 C 1.36229 1.39394 0.03216

E_LUMO (spin up / spin down): -4.06 / -7.71 eV
expectation value of S²: 0.755
charge: +1
spin multiplicity: 2
gap between HOMO and LUMO (spin up / spin down): 10.535 / 6.888 eV

---

Most stable: entry b

---

Entry a
This record from OMol25 describes a structure of composition C3H5IN2. The level of theory is ωB97M-V/def2-TZVPD.

Positions of all 11 atoms, in Å:
1 H 0.66324 -1.28366 1.42018
2 N -0.87027 1.06385 -0.31837
3 H -1.70640 0.57490 -0.55220
4 C -0.58929 0.55852 0.95759
5 H -1.54068 0.42337 1.44177
6 H 0.23911 1.10239 1.46157
7 C 0.60954 -0.93259 -0.56669
8 N 0.22190 -0.07205 -1.58859
9 C 0.19956 -0.73367 0.69233
10 I 1.65549 1.20874 -2.16573
11 H 1.11781 -1.90981 -0.78187

E_LUMO (spin up / spin down): -0.30 / -0.30 eV
spin multiplicity: 1
gap between HOMO and LUMO (spin up / spin down): 8.378 / 8.378 eV

---

Entry b
This record from OMol25 describes a cluster of 2 separate species, C3H5IN2 in total. The level of theory is ωB97M-V/def2-TZVPD.

Positions of all 11 atoms, in Å:
1 I 1.92170 -0.05270 -1.09839
2 C -1.28372 2.23527 -1.06879
3 C 0.85113 -1.86685 1.02810
4 H 1.86860 -1.92629 1.21393
5 H -0.71359 3.06361 -0.58871
6 H 0.53020 -2.68526 0.36867
7 H 0.41617 -2.01042 2.02852
8 H -1.93636 2.52716 -1.89812
9 C 0.89668 -0.39815 0.66055
10 N -1.24668 1.06121 -0.60654
11 N -1.30414 0.05243 -0.03923

E_LUMO: -0.55 eV
spin multiplicity: 1
gap between HOMO and LUMO: 7.616 eV

---

Most stable: entry a

---

Entry a
This record from OMol25 describes the ion C5H9N3 with charge +2. The level of theory is ωB97M-V/def2-TZVPD.

Positions of all 17 atoms, in Å:
1 C 1.59215 2.11642 0.56772
2 H 1.02896 -2.21126 0.97260
3 N 1.54795 -0.25533 0.59668
4 H 2.35531 2.03980 -0.15135
5 H -1.88098 -1.80026 0.47937
6 N -1.43083 -1.79545 -0.46395
7 H 0.87506 2.93918 0.33122
8 H -2.10240 -1.36175 -1.07118
9 H -1.20184 -2.72110 -0.91581
10 N -1.43408 1.41642 0.06055
11 C 0.88796 -1.30993 0.33091
12 H -0.18968 -0.73084 -1.67254
13 H 2.05623 1.99489 1.52890
14 C -0.31366 -0.88039 -0.53550
15 C -0.51023 0.57476 0.05260
16 H -2.20204 1.10166 -0.50216
17 C 0.92212 0.88318 0.39194

E_LUMO: -11.23 eV
SMILES: [H]/N=C1/C(C)=[N+]=C[C@H]1[NH3+]
charge: +2
spin multiplicity: 1
gap between HOMO and LUMO: 8.715 eV

---

Entry b
This record from OMol25 describes the ion C5H9N3 with charge +2. The level of theory is ωB97M-V/def2-TZVPD.

Positions of all 17 atoms, in Å:
1 C 0.49287 -1.60840 0.95384
2 H -2.24972 0.40002 -1.91724
3 H -1.18265 -3.02660 1.55846
4 N 1.37581 2.62954 -0.91107
5 C -1.28504 0.71362 -1.55665
6 H -1.12810 2.64713 -2.49120
7 C 0.11619 2.40561 -0.81420
8 H 0.50606 -2.85017 2.48747
9 N -0.86133 -0.06467 -0.53244
10 H 2.03768 2.82566 -0.12683
11 H 0.97382 -2.42608 0.29054
12 C -0.37046 -2.38905 2.04100
13 N -0.76131 1.87411 -1.76665
14 H -0.81538 -1.64867 2.71506
15 H 1.33979 -1.16681 1.69475
16 H 1.91734 2.38475 -1.78260
17 C -0.10558 -0.70000 0.15776

E_LUMO (spin up / spin down): -10.32 / -10.32 eV
charge: +2
spin multiplicity: 1
gap between HOMO and LUMO (spin up / spin down): 7.425 / 7.422 eV

---

Most stable: entry a